The following is a DFT calculation (ωB97M-V/def2-TZVPD) of C53H105Li3O20P as an isolated structure at a distorted geometry.

Element x y z (Å)
1 Li -2.0560 -1.4740 0.4758
2 Li -2.6904 1.4342 2.2832
3 Li -0.8520 -1.0548 3.2166
4 P -3.1698 -1.0125 2.6553
5 O -3.3832 -0.2360 1.3337
6 O -2.2101 -2.1964 2.2865
7 O -4.5526 -1.2681 3.2760
8 O -2.4230 0.0112 3.5497
9 O 0.9953 0.8414 -0.0965
10 C 0.1881 -0.0892 0.2693
11 O -0.4149 -0.7130 -0.6276
12 O 0.0730 -0.3615 1.4697
13 H 0.7653 0.7421 -1.0232
14 C -1.1152 -5.0279 5.3627
15 C -2.4037 -4.6438 4.7259
16 C -2.8111 -3.3784 5.4849
17 O -2.4258 -3.7681 6.7927
18 C -1.2357 -4.5722 6.8434
19 H -0.2347 -4.5676 4.9144
20 H -0.8555 -6.0718 5.1870
21 H -3.1667 -5.4029 4.8985
22 H -2.4307 -4.4364 3.6561
23 H -3.8679 -3.1368 5.3718
24 H -2.2404 -2.4851 5.2308
25 H -1.3557 -5.4150 7.5241
26 H -0.3909 -3.9158 7.0525
27 C 1.0455 -4.3151 0.6183
28 C 0.5209 -5.4540 1.3742
29 C 1.5875 -5.6649 2.4730
30 O 2.3137 -4.4085 2.4917
31 C 1.6078 -3.4463 1.7140
32 H 0.2096 -3.8804 0.0701
33 H 1.9320 -4.5297 0.0215
34 H 0.3151 -6.3732 0.8258
35 H -0.4417 -5.1536 1.7881
36 H 2.2254 -6.5123 2.2218
37 H 1.1159 -5.9629 3.4095
38 H 2.3292 -2.7444 1.2957
39 H 0.8726 -2.8791 2.2849
40 C -4.0597 -0.0672 -5.1845
41 C -3.3651 -0.8044 -4.0525
42 C -2.9681 0.3766 -3.1633
43 O -4.0144 1.3193 -3.2925
44 C -4.5937 1.2241 -4.6191
45 H -4.8389 -0.6860 -5.6294
46 H -3.3418 0.1783 -5.9671
47 H -2.5002 -1.3636 -4.4094
48 H -3.9846 -1.4385 -3.4183
49 H -2.0383 0.8558 -3.4697
50 H -2.7902 0.0186 -2.1492
51 H -4.2954 2.0494 -5.2657
52 H -5.6810 1.2633 -4.5533
53 C 0.2756 3.6369 4.3748
54 C -0.5815 4.6633 3.7552
55 C -1.7191 3.8064 3.2231
56 O -1.0595 2.5721 2.8452
57 C 0.2719 2.4755 3.3954
58 H -0.1466 3.2815 5.3148
59 H 1.2995 3.9583 4.5658
60 H -0.0772 5.1751 2.9356
61 H -0.9252 5.4460 4.4315
62 H -2.2092 4.2836 2.3745
63 H -2.4826 3.6079 3.9752
64 H 1.0241 2.5777 2.6131
65 H 0.3731 1.5465 3.9564
66 C 0.3647 2.2042 -4.8447
67 C 1.4918 1.3237 -4.2578
68 C 2.0027 2.1661 -3.1085
69 O 0.8135 2.7147 -2.5795
70 C -0.0486 3.1182 -3.6807
71 H -0.4735 1.6227 -5.2286
72 H 0.7878 2.6935 -5.7220
73 H 2.3144 1.0986 -4.9366
74 H 1.0890 0.3945 -3.8548
75 H 2.7341 2.8956 -3.4561
76 H 2.4741 1.5422 -2.3492
77 H 0.1717 4.1577 -3.9238
78 H -1.1132 3.0560 -3.4550
79 C -2.2751 -4.7628 -1.4263
80 C -3.0055 -4.5884 -0.1602
81 C -3.8873 -3.2950 -0.3597
82 O -2.9343 -2.4689 -0.9990
83 C -2.0408 -3.3196 -1.8307
84 H -2.9172 -5.3139 -2.1134
85 H -1.3977 -5.3976 -1.3027
86 H -2.2737 -4.3500 0.6116
87 H -3.6118 -5.4494 0.1212
88 H -4.2734 -2.9090 0.5837
89 H -4.7255 -3.4643 -1.0356
90 H -1.0066 -2.9886 -1.7358
91 H -2.2719 -3.2051 -2.8897
92 C 5.0770 1.7418 -0.1311
93 C 5.9727 0.6745 -0.5869
94 C 6.1736 -0.1090 0.7463
95 O 5.0859 0.2243 1.6070
96 C 4.1769 1.0812 0.9220
97 H 4.4918 2.2754 -0.8801
98 H 5.6893 2.4637 0.4094
99 H 6.9065 1.0811 -0.9752
100 H 5.4278 0.0787 -1.3192
101 H 7.0987 0.3504 1.0944
102 H 6.3545 -1.1725 0.5902
103 H 3.7126 1.8441 1.5469
104 H 3.3846 0.4498 0.5199
105 C -6.8440 -0.5093 -2.0522
106 C -7.8924 -1.4027 -1.4629
107 C -7.6518 -1.4183 0.0260
108 O -6.2749 -1.0632 0.1078
109 C -5.9796 -0.0842 -0.8879
110 H -7.3908 0.3100 -2.5189
111 H -6.2323 -0.9630 -2.8320
112 H -7.9142 -2.4156 -1.8651
113 H -8.9113 -1.0566 -1.6370
114 H -7.8738 -2.3503 0.5458
115 H -8.2729 -0.6709 0.5196
116 H -4.9317 -0.1170 -1.1862
117 H -6.2611 0.9318 -0.6113
118 C 6.5093 0.9181 -4.3989
119 C 5.9156 0.6521 -5.7454
120 C 5.1444 1.9387 -5.9752
121 O 4.7692 2.3974 -4.6605
122 C 5.3875 1.5940 -3.7162
123 H 7.4416 1.4803 -4.4530
124 H 6.7526 -0.0322 -3.9236
125 H 5.3801 -0.2970 -5.7230
126 H 6.6832 0.5403 -6.5111
127 H 4.2290 1.8189 -6.5548
128 H 5.8264 2.6780 -6.3951
129 H 4.6997 0.8158 -3.3854
130 H 5.7148 2.2719 -2.9279
131 C 2.5328 6.6130 0.6524
132 C 1.8483 5.6926 -0.3831
133 C 2.4591 4.3570 -0.1772
134 O 3.7696 4.7038 0.1286
135 C 3.7977 5.8745 0.9968
136 H 1.8559 6.6928 1.5030
137 H 2.6817 7.6233 0.2715
138 H 2.0927 6.0601 -1.3797
139 H 0.7686 5.7386 -0.2408
140 H 2.4678 3.8259 -1.1291
141 H 2.0422 3.7448 0.6225
142 H 4.6547 6.4981 0.7425
143 H 3.8392 5.6196 2.0558
144 C -3.2883 4.2998 -1.0117
145 C -1.8124 4.3037 -0.6250
146 C -1.6008 2.9104 -0.1301
147 O -2.7977 2.7290 0.5835
148 C -3.9290 3.2601 -0.0924
149 H -3.3740 3.9524 -2.0413
150 H -3.8101 5.2567 -1.0100
151 H -1.5822 5.0544 0.1311
152 H -1.2118 4.5078 -1.5114
153 H -0.7057 2.8766 0.4908
154 H -1.5122 2.1131 -0.8681
155 H -4.6339 3.7592 0.5725
156 H -4.4626 2.4892 -0.6484
157 C 1.2735 0.0624 6.4146
158 C 2.3083 -0.9146 5.9508
159 C 1.8335 -1.2678 4.5902
160 O 0.4082 -1.1314 4.6858
161 C 0.0193 -0.5530 5.8810
162 H 1.3443 1.0489 5.9566
163 H 1.2461 0.1988 7.4957
164 H 2.3691 -1.7326 6.6686
165 H 3.3037 -0.4707 5.9665
166 H 2.1662 -2.2741 4.3355
167 H 2.2630 -0.5582 3.8830
168 H -0.4017 -1.3093 6.5436
169 H -0.6917 0.2553 5.7101
170 C 3.8412 -2.1978 -3.3189
171 C 2.8605 -1.6579 -2.3756
172 C 1.6180 -2.5072 -2.6079
173 O 2.0286 -3.6265 -3.4623
174 C 3.4740 -3.6372 -3.5353
175 H 4.8613 -2.1002 -2.9476
176 H 3.7592 -1.5834 -4.2155
177 H 2.5933 -0.6142 -2.5414
178 H 3.1247 -1.8017 -1.3279
179 H 0.8662 -1.8565 -3.0547
180 H 1.2230 -2.8688 -1.6585
181 H 3.8160 -4.0718 -4.4746
182 H 3.8991 -4.2467 -2.7379

Cartesian forces, eV/Å:
0.00 0.60 0.22
0.11 -1.06 -0.40
-0.12 0.17 -0.68
-4.09 0.55 0.52
0.81 0.59 -1.58
0.31 -0.12 0.53
1.57 -1.18 -0.26
1.79 0.26 0.86
1.93 2.37 -1.22
-2.14 -3.43 3.05
-0.80 -0.48 -1.69
0.42 0.36 1.47
0.61 1.10 -1.22
1.64 -0.76 -0.17
-1.18 1.05 -1.06
0.94 -0.98 -0.36
-0.50 0.06 2.59
-1.06 0.64 -2.29
-0.16 0.69 -0.20
-0.35 -0.41 0.51
-0.08 -0.09 0.21
0.53 -0.07 -0.12
0.05 -0.04 0.46
0.03 0.01 -0.54
-0.03 0.32 0.27
0.19 -0.23 0.56
-0.18 1.24 -0.82
-0.37 -1.63 1.17
-0.68 0.31 -0.72
0.09 -0.87 1.05
0.18 0.11 -0.31
0.42 0.41 -0.38
-0.34 -0.37 -0.59
0.21 -0.01 -0.23
-0.01 0.03 0.35
0.56 0.31 -0.19
0.09 0.62 0.40
0.12 0.12 0.27
-0.21 -0.17 0.09
-0.34 -0.96 -0.85
0.53 0.85 0.45
0.69 -0.51 -0.17
-0.83 0.45 -0.15
0.28 -0.04 0.86
-0.07 0.09 -0.16
0.11 -0.22 -0.06
-0.05 -0.09 0.12
-0.26 -0.17 -0.42
0.35 -0.05 -0.32
-0.47 0.45 0.30
0.20 0.35 0.22
-0.02 -0.10 0.33
1.68 -0.69 0.78
-0.94 0.91 -0.24
0.81 0.08 -0.12
-0.51 0.20 -0.49
-1.21 0.61 0.60
-0.08 0.10 0.13
0.06 0.15 0.15
0.11 -0.08 -0.21
-0.04 -0.07 0.15
0.07 -0.39 -0.21
0.02 -0.16 0.22
-0.05 -0.18 -0.16
0.00 -0.25 -0.55
0.37 -0.67 -0.51
0.00 -0.10 -0.01
-0.41 -0.57 -0.28
-1.03 0.71 0.29
1.28 -0.13 -0.29
0.00 -0.16 0.17
-0.17 0.58 0.16
-0.21 -0.08 -0.28
-0.05 -0.09 -0.06
-0.11 0.39 0.03
-0.01 0.19 0.25
0.02 0.21 0.02
0.19 -0.30 0.53
-0.17 -0.53 -0.61
-1.71 0.56 1.57
0.96 -2.13 0.11
1.30 0.15 -1.04
-0.26 0.54 -0.34
-0.03 0.25 -0.44
0.34 0.37 -0.04
-0.31 0.02 0.46
0.12 -0.08 0.20
0.36 0.50 -0.11
-0.21 -0.19 -0.14
-0.19 0.20 0.50
-0.33 0.33 -0.03
-1.30 1.41 0.91
-0.29 -1.47 -0.03
0.59 1.29 -1.00
0.48 -0.49 0.45
0.42 -0.12 -0.93
0.17 -0.04 -0.13
-0.18 0.41 0.00
0.02 -0.38 -0.19
0.34 -0.26 -0.27
0.14 -0.32 0.86
-0.45 -0.11 0.28
0.21 -0.25 0.46
-0.17 0.21 -0.32
-0.34 0.57 -1.23
-1.79 -1.41 -0.16
0.91 0.80 -0.06
0.41 0.02 0.67
-0.41 -0.65 -0.06
0.41 0.38 -0.14
-0.16 -0.28 -0.01
0.42 -0.13 -0.06
-0.07 0.27 -0.25
0.52 -0.15 -0.15
-0.05 0.40 0.14
0.03 -0.03 0.70
0.12 0.11 0.59
1.41 -1.29 0.33
0.62 -0.13 -1.10
-0.52 -0.22 0.49
-0.60 0.69 -1.50
0.20 0.41 1.19
-0.14 0.35 -0.01
0.12 0.03 0.24
-0.59 0.30 -0.09
0.03 -0.06 -0.08
0.14 0.15 -0.24
-0.21 0.12 -0.33
-0.28 0.05 0.55
-0.21 -0.41 0.42
-1.30 0.02 0.06
-1.16 1.52 0.07
0.02 -0.06 -0.41
2.43 0.43 1.11
-0.02 -0.40 -0.90
0.13 0.11 0.22
0.12 -0.08 -0.04
-0.11 -0.16 -0.13
-0.06 -0.14 -0.25
-0.04 -0.38 0.34
-0.44 -0.09 0.02
0.29 -0.45 -0.02
0.09 -0.34 0.01
-0.47 0.05 -1.02
0.08 0.77 -1.61
0.02 0.33 -0.01
-0.79 -1.21 2.27
0.66 0.50 -0.61
0.06 -0.11 -0.15
0.22 0.16 0.31
0.04 -0.12 0.19
0.22 0.24 0.07
-0.41 -0.38 0.42
0.07 0.18 -0.50
0.21 -0.35 0.56
0.10 -0.15 0.05
-0.24 0.58 0.96
1.45 0.64 1.30
0.40 -0.24 0.12
0.23 -1.02 -2.17
-0.63 0.85 1.20
0.50 0.08 -0.06
0.03 0.02 0.03
-0.27 -0.37 -0.22
0.13 -0.01 -0.27
-0.53 -0.11 -0.37
-0.34 0.00 -0.38
-0.18 -0.04 0.11
-0.54 -0.45 -0.24
1.86 0.53 -1.01
-1.43 0.12 1.74
0.19 -0.38 -0.19
0.10 0.49 0.16
-1.05 0.18 0.30
0.19 0.05 -0.08
0.17 -0.35 -0.49
0.36 0.03 0.14
0.40 0.27 0.05
-0.32 -0.63 -0.49
-0.06 -0.16 -0.20
-0.30 0.13 -0.15
-0.07 -0.18 0.27

The frontier orbital gap comes out at 5.443 eV. The calculation puts the HOMO energy at -0.129 Ha. The energy above the lowest of the compared OMol25 structures with the same formula, charge and spin is 0.000 eV. As for the total charge: -1.